Record 1
Formula: C13H14ClP
Source: the Open Molecules 2025 dataset
Level of theory: ωB97M-V/def2-TZVPD

E: -35515.4149 eV
relative energy (zero: lowest compared OMol25 entry of this formula, charge and spin): 28.22 kJ/mol
largest force on an atom: 3.882 eV/Å
E_LUMO: -0.1243 eV
frontier orbital gap: 7.4 eV
structure (SMILES): C=C/C=C/C(=C)[P@@](=C)(Cl)c1ccccc1
highest occupied orbital energy: -7.47 eV
charge: 0

Geometry as XYZ:
```
29
C13H14ClP, DFT ωB97M-V/def2-TZVPD
C 2.64 2.83 -0.16
C 1.55 2.52 0.63
C 3.24 1.84 -0.93
C 1.06 1.23 0.66
C 2.75 0.55 -0.92
C 1.64 0.24 -0.13
C -4.81 0.59 -1.11
C -1.08 -2.33 1.36
C 2.13 -2.73 1.68
C -3.49 0.47 -1.15
C -2.74 -0.39 -0.28
C -1.42 -0.60 -0.40
C -0.63 -1.48 0.43
P 1.17 -1.49 0.15
Cl 1.34 -2.36 -1.61
H 3.04 3.83 -0.17
H 1.09 3.29 1.23
H 4.11 2.08 -1.53
H 0.22 0.98 1.30
H 3.21 -0.22 -1.51
H -5.35 1.23 -1.78
H -5.40 0.03 -0.40
H -0.36 -2.93 1.90
H -2.12 -2.45 1.59
H 3.13 -2.80 1.24
H 2.18 -1.99 2.49
H -2.91 1.04 -1.88
H -3.30 -0.90 0.49
H -0.87 -0.08 -1.18
```

Results of the Mulliken charge analysis, in e, for atoms 1 through 6: atom 1 (C): -0.40, atom 2 (C): -0.63, atom 3 (C): -0.60, atom 4 (C): -0.37, atom 5 (C): -0.44, atom 6 (C): 0.46


Record 2
Formula: C2H9O2
Source: the Open Molecules 2025 dataset
Level of theory: ωB97M-V/def2-TZVPD

E: -6306.9551 eV
relative energy (zero: lowest compared OMol25 entry of this formula, charge and spin): 60.96 kJ/mol
largest force on an atom: 3.410 eV/Å
E_LUMO: -3.9624 eV
frontier orbital gap: 12.8 eV
highest occupied orbital energy: -16.80 eV
charge: +1

Geometry as XYZ:
```
13
C2H9O2, DFT ωB97M-V/def2-TZVPD
O 2.11 -1.27 0.28
H 1.23 -0.22 0.26
H 2.64 -1.18 1.08
H 1.36 -1.92 0.41
C -0.67 1.08 -0.20
O 0.52 0.56 0.51
C -1.39 -0.18 -0.65
H -1.28 1.80 0.42
H -0.38 1.69 -1.06
H 0.82 1.10 1.31
H -1.72 -0.85 0.15
H -2.32 0.17 -1.06
H -0.93 -0.77 -1.45
```

Results of the Mulliken charge analysis, in e, for atoms 1 through 6: atom 1 (O): -0.67, atom 2 (H): 0.47, atom 3 (H): 0.39, atom 4 (H): 0.41, atom 5 (C): -0.06, atom 6 (O): -0.36


Record 3
Formula: C23H17BrN4OS
Source: the Open Molecules 2025 dataset
Level of theory: ωB97M-V/def2-TZVPD

E: -113009.8672 eV
largest force on an atom: 4.117 eV/Å
E_LUMO: -0.7435 eV
frontier orbital gap: 7.9 eV
structure (SMILES): CSc1ncc(-c2cc(-c3ccc(Br)cc3)[nH]c(=O)c2C#N)n1Cc1ccccc1
highest occupied orbital energy: -8.63 eV
charge: 0

Geometry as XYZ:
```
47
C23H17BrN4OS, DFT ωB97M-V/def2-TZVPD
N 1.84 -2.71 3.32
O 0.31 -3.95 0.64
Br -4.57 -1.10 -6.23
C 0.96 -2.35 2.65
N -0.77 1.90 3.90
S 1.53 3.32 3.89
C 0.02 -2.81 0.43
C 0.50 2.03 3.51
C -1.29 0.75 3.22
C -1.28 -0.45 0.17
C 0.18 -1.93 1.50
C -0.45 -0.73 1.39
C -1.20 -1.22 -1.04
C -0.30 0.28 2.39
C 1.50 1.03 -2.49
C 1.98 -0.21 -1.97
C 1.15 2.14 -1.68
C -2.93 0.14 -4.14
C -3.73 -2.01 -3.74
C -2.15 0.12 -3.00
C -2.86 -2.19 -2.74
C 2.10 -0.33 -0.59
C 1.45 2.01 -0.30
C -3.66 -0.97 -4.60
C -2.02 -1.08 -2.32
C 1.89 0.79 0.27
N -0.59 -2.40 -0.80
N 0.82 1.04 2.56
C 2.85 2.56 4.90
C 2.07 0.80 1.78
H -2.29 0.44 3.33
H -1.71 0.47 0.08
H 1.27 1.16 -3.60
H 2.10 -1.03 -2.65
H 0.81 3.07 -2.10
H -2.77 1.08 -4.67
H -4.51 -2.79 -4.07
H -1.54 1.01 -2.67
H -2.92 -3.15 -2.20
H 2.72 -1.21 -0.28
H 1.44 2.76 0.45
H -0.39 -3.06 -1.52
H 2.73 2.98 5.96
H 2.68 1.47 4.78
H 3.69 2.91 4.33
H 2.46 -0.13 1.96
H 2.84 1.51 1.94
```

Results of the Mulliken charge analysis, in e, for atoms 1 through 6: atom 1 (N): -0.61, atom 2 (O): -0.64, atom 3 (Br): -0.16, atom 4 (C): -0.10, atom 5 (N): -0.63, atom 6 (S): -0.15


Record 4
Formula: C20H40F9N2O8Zn
Source: the Open Molecules 2025 dataset
Level of theory: ωB97M-V/def2-TZVPD

E: -113610.8218 eV
largest force on an atom: 4.222 eV/Å
E_LUMO: -3.1433 eV
frontier orbital gap: 2.0 eV
highest occupied orbital energy: -5.11 eV
charge: -1

Geometry as XYZ:
```
80
C20H40F9N2O8Zn, DFT ωB97M-V/def2-TZVPD
Zn -0.26 0.66 0.11
C 4.75 -3.16 -0.33
O 5.49 -3.75 0.70
O 3.83 -2.34 0.29
C 5.51 -2.48 -1.58
F 4.61 -1.93 -2.38
F 6.34 -1.52 -1.09
F 6.32 -3.33 -2.23
C 6.60 -4.56 0.31
C 7.17 -5.18 1.62
H 6.46 -5.74 2.22
H 8.07 -5.75 1.40
H 7.50 -4.35 2.25
H 7.38 -3.95 -0.14
H 6.50 -5.43 -0.34
H 4.37 -4.07 -0.79
C -3.77 -4.97 -1.25
O -3.88 -6.00 -0.31
O -3.21 -3.86 -0.49
C -3.05 -5.52 -2.52
F -2.39 -4.60 -3.11
F -2.17 -6.46 -2.17
F -3.90 -6.07 -3.36
C -4.94 -6.97 -0.40
C -4.36 -8.40 -0.37
H -4.18 -8.58 -1.42
H -3.60 -8.49 0.41
H -5.19 -9.06 -0.15
H -5.73 -6.89 -1.15
H -5.49 -6.86 0.53
H -4.82 -4.79 -1.43
C -1.93 1.58 6.03
O -3.32 1.43 6.33
O -1.83 1.04 4.71
C -1.39 3.08 6.24
F -1.34 3.37 7.56
F -0.18 3.09 5.79
F -2.03 4.07 5.63
C -3.95 2.29 7.32
C -5.42 1.96 7.23
H -6.17 2.61 7.68
H -5.75 2.11 6.20
H -5.57 0.91 7.48
H -3.87 3.34 7.05
H -3.63 2.04 8.33
H -1.47 1.06 6.87
C 2.94 6.18 -0.36
C 2.91 5.01 -1.30
C 4.09 5.02 -2.34
O 3.91 4.34 -3.55
C 5.04 4.34 -4.40
N 2.94 3.77 -0.54
H 2.39 6.02 0.57
H 2.67 7.15 -0.78
H 3.94 6.34 0.05
H 1.94 5.09 -1.78
H 5.08 4.76 -1.96
H 4.20 6.08 -2.54
H 4.78 3.84 -5.33
H 5.95 4.10 -3.84
H 5.25 5.39 -4.61
H 3.52 3.96 0.26
H 3.67 3.31 -1.07
C -2.29 1.93 -5.05
C -2.03 2.29 -3.64
C -3.25 2.38 -2.65
O -2.84 2.39 -1.31
C -4.02 2.58 -0.48
N -1.22 1.23 -3.09
H -1.46 1.92 -5.75
H -3.06 2.59 -5.46
H -2.65 0.90 -5.05
H -1.38 3.17 -3.63
H -4.04 1.69 -2.95
H -3.67 3.34 -2.96
H -3.68 2.67 0.55
H -4.72 1.74 -0.44
H -4.68 3.39 -0.81
H -0.51 1.10 -3.80
H -1.84 0.45 -3.25
```

Results of the Mulliken charge analysis, in e, for atoms 1 through 6: atom 1 (Zn): 0.45, atom 2 (C): 0.09, atom 3 (O): -0.28, atom 4 (O): -0.62, atom 5 (C): 0.71, atom 6 (F): -0.24


Record 5
Formula: C5H13NO
Source: the Open Molecules 2025 dataset
Level of theory: ωB97M-V/def2-TZVPD

E: -8933.5848 eV
relative energy (zero: lowest compared OMol25 entry of this formula, charge and spin): 41.11 kJ/mol
largest force on an atom: 1.204 eV/Å
E_LUMO: 0.8039 eV
frontier orbital gap: 10.6 eV
structure (SMILES): CCC(N)=O.CC
highest occupied orbital energy: -9.76 eV
charge: 0

Geometry as XYZ:
```
20
C5H13NO, DFT ωB97M-V/def2-TZVPD
C -0.22 1.28 1.51
C -0.23 2.46 2.49
H 0.72 0.73 1.52
H -0.95 0.50 1.70
H -0.46 1.62 0.50
H -0.94 2.35 3.29
H -0.37 3.40 1.96
H 0.77 2.57 2.91
C 0.48 -0.51 -1.26
C 0.77 -0.99 -2.68
C 0.16 -1.67 -0.32
O 0.99 -2.12 0.44
N -1.12 -2.12 -0.36
H 1.37 -0.13 -0.83
H -0.24 0.30 -1.24
H 0.87 -2.05 -2.77
H 1.71 -0.64 -3.11
H -1.45 -2.75 0.36
H -1.84 -1.51 -0.71
H -0.02 -0.73 -3.38
```

Results of the Mulliken charge analysis, in e, for atoms 1 through 6: atom 1 (C): -0.65, atom 2 (C): -0.97, atom 3 (H): 0.29, atom 4 (H): 0.32, atom 5 (H): 0.15, atom 6 (H): 0.28


Record 6
Formula: C3H11O2S
Source: the Open Molecules 2025 dataset
Level of theory: ωB97M-V/def2-TZVPD

E: -18215.5529 eV
relative energy (zero: lowest compared OMol25 entry of this formula, charge and spin): 555.80 kJ/mol
largest force on an atom: 4.176 eV/Å
E_LUMO: 2.0526 eV
frontier orbital gap: 6.3 eV
highest occupied orbital energy: -4.24 eV
charge: -1

Geometry as XYZ:
```
17
C3H11O2S, DFT ωB97M-V/def2-TZVPD
C 1.12 -1.12 -0.34
C 0.54 0.06 0.47
C 1.50 1.20 0.44
S 1.33 2.24 -1.01
H 0.43 -1.97 -0.29
H 1.02 -0.85 -1.38
H 2.16 -1.36 -0.21
H 0.26 -0.30 1.45
H -0.40 0.32 -0.13
H 1.40 1.77 1.42
H 2.58 0.98 0.56
H -0.81 0.54 -0.95
H -2.18 -2.21 -0.70
O -1.72 -1.58 -0.14
H -2.00 1.47 0.19
H -2.47 -0.09 0.27
O -2.75 0.90 0.35
```

Results of the Mulliken charge analysis, in e, for atoms 1 through 6: atom 1 (C): -1.13, atom 2 (C): 0.20, atom 3 (C): -0.64, atom 4 (S): -0.42, atom 5 (H): 0.32, atom 6 (H): 0.29